Record 1
Below is 2 unconnected molecules or ions with the total composition C4H14N3 at a distorted geometry, with properties calculated with the ωB97M-V functional and the def2-TZVPD basis.

```
21
C4H14N3, DFT the ωB97M-V functional and the def2-TZVPD basis
N 1.7797 1.4896 -0.8694
H 2.6123 0.9387 -0.7196
H -0.9604 -1.5843 0.3641
H -0.3588 -3.6091 1.8565
N 0.7379 0.5846 0.9533
H 0.1489 -4.3122 0.4008
H -0.5747 1.8119 -1.6965
C 0.6533 1.2052 -0.2387
H 1.7586 1.8266 -1.8307
C -0.8234 -2.5576 -0.1324
H 0.9530 -2.6724 1.1287
H -0.0807 0.6528 1.5377
H -0.4119 -2.4713 -1.1434
H -1.7246 -3.1733 -0.1369
C 0.0792 -3.2867 0.8768
H -2.4989 2.1453 -0.5294
N -0.5389 1.4502 -0.7560
H 1.5832 0.3832 1.4554
H -1.5005 2.5174 0.8456
C -1.6911 1.7752 0.0810
H -2.0610 0.9107 0.6262
```

Values from the calculation:
Total charge: +2
DFT total energy in eV: -8825.2366
2S+1: 2
HOMO (alpha / beta) in eV: -18.3 / -18.3
Expectation value of S²: 0.752
Orbital gap (alpha / beta) in Eh: 0.429 / 0.152
ΔE to the lowest compared entry with this formula, charge and spin in eV: 2.375

---

Record 2
Below is a molecular structure, C7H13N3O4 at a distorted geometry, with properties calculated with the ωB97M-V functional and the def2-TZVPD basis.

```
27
C7H13N3O4, DFT the ωB97M-V functional and the def2-TZVPD basis
H 0.8560 1.1354 -4.0610
H -2.3029 -1.3534 1.1135
C -2.0084 -0.2878 1.4740
N -2.1848 -1.3777 3.7654
H -1.1555 -1.3854 -0.8977
N 0.5155 0.4389 -2.2845
O 0.7659 2.9216 -1.6376
H 1.0495 -2.6032 0.2277
C 0.9104 -0.4553 -1.2379
H 0.5340 -1.5312 1.3986
O 2.9909 2.7401 -2.4525
H 3.3929 3.4244 -1.8407
H -1.1276 1.1951 0.1443
C 1.7132 2.4360 -2.3147
C -1.5143 -0.5886 2.8143
H 0.1661 0.2754 1.3780
N 0.1132 -2.0060 0.5443
O -0.3653 -0.2323 3.2517
H -0.3038 0.9997 -2.1243
C 1.5573 1.0617 -3.1370
H 2.4377 0.2762 -3.2544
O 2.0609 -0.8509 -1.1032
H -1.2260 -1.1738 4.7008
H -2.6688 -2.4574 3.7163
C -0.3167 -1.0455 -0.3664
H -3.1507 0.2923 1.5278
C -0.7388 0.1519 0.6551
```

Values from the calculation:
DFT total energy in eV: -20125.5745
HOMO in eV: -9.3
Orbital gap in Eh: 0.362
ΔE to the lowest compared entry with this formula, charge and spin in eV: 6.566

---

Record 3
Below is a single C6H12O molecule, with properties calculated with the ωB97M-V functional and the def2-TZVPD basis.

```
19
C6H12O, DFT the ωB97M-V functional and the def2-TZVPD basis
H -0.9160 -2.2731 0.0534
H 0.5995 0.4643 1.7666
H -1.1396 -1.2087 -1.3338
C 0.1669 1.4435 -0.1268
H -1.9062 1.2387 -0.9546
H 3.1347 -0.1650 0.3617
C 2.3898 -0.5964 -0.3228
C -1.4555 -1.3886 -0.3003
H 0.5880 2.3667 0.2979
H -1.6506 -0.3491 1.5727
H -2.5249 -1.6373 -0.3203
C -1.3711 1.2196 -0.0023
H 2.7599 -1.5597 -0.6832
H 2.2751 0.0738 -1.1866
C -1.1573 -0.1909 0.6047
C 0.3546 0.1728 0.7334
H 0.5342 1.3601 -1.1557
O 1.1695 -0.8819 0.3014
H -1.8510 1.9112 0.6945
```

Values from the calculation:
DFT total energy in eV: -8462.8053
SMILES: CO[C@H]1CC[C@H]1C
HOMO in eV: -9.4
Orbital gap in Eh: 0.384
ΔE to the lowest compared entry with this formula, charge and spin in eV: 1.549

---

Record 4
Below is a single C4H6N2O molecule, with properties calculated with the ωB97M-V functional and the def2-TZVPD basis.

```
13
C4H6N2O, DFT the ωB97M-V functional and the def2-TZVPD basis
N 0.7542 -1.5064 0.1978
H 0.5652 1.8727 -0.3286
C -0.4838 -1.2655 0.0025
H -2.8188 -0.0015 -0.0740
C -0.8034 0.1664 -0.2268
H -1.2343 -2.0583 0.0022
H 2.1328 0.3986 1.6234
N -2.0976 0.6002 -0.4463
H 1.9256 -0.4214 -1.0391
H -2.2732 1.5735 -0.2416
C 1.4526 -0.2338 -0.0655
C 0.3741 0.8136 -0.2036
O 2.5067 0.0619 0.7997
```

Values from the calculation:
DFT total energy in eV: -9271.9699
SMILES: NC1=C[C@@H](O)N=C1
HOMO in eV: -8.7
Orbital gap in Eh: 0.342
ΔE to the lowest compared entry with this formula, charge and spin in eV: 1.532

---

Record 5
Below is a single C15H15N3O2S2 molecule, with properties calculated with the ωB97M-V functional and the def2-TZVPD basis.

```
37
C15H15N3O2S2, DFT the ωB97M-V functional and the def2-TZVPD basis
H -1.4366 1.9664 5.1514
H -1.9580 -1.5027 3.4382
C -1.3440 -0.2322 1.9594
H -0.2900 -3.4317 0.1597
C 1.6331 -0.5564 -0.8008
C -1.5477 1.9982 2.2792
H -3.1560 1.9145 4.6846
C -0.2742 -2.4958 0.7186
S 3.7915 -0.3230 -4.1494
C 2.6366 -0.3376 -1.7180
N -1.2009 2.2379 0.9992
N -1.6386 0.8100 2.7818
H -1.6071 -1.5828 -0.7179
H 2.8464 -1.6491 -5.9352
S -1.8945 3.3844 3.2796
H 0.7515 -2.3391 1.0687
C 0.4036 -1.0705 -1.2005
H -0.7349 -1.7651 -2.8718
N -1.5039 -1.4723 2.5341
C -1.1204 -2.6566 1.9598
C 3.0986 -0.6006 -5.8045
H -1.1752 3.1866 0.6435
H 2.2315 0.0367 -5.9500
C 2.4337 -0.6358 -3.0632
H 3.8837 -0.3225 -6.5009
C 1.2157 -1.1571 -3.4699
C -2.2931 2.5533 4.8384
O -1.3942 -3.7155 2.4697
C 0.2134 -1.3681 -2.5394
H -2.5127 3.3345 5.5585
H 3.5865 0.0714 -1.4083
H 1.0289 -1.4004 -4.5036
O -0.6873 1.5179 -1.0844
C -0.6835 -1.3221 -0.1835
C -0.9141 1.2155 0.0659
H 1.8012 -0.3064 0.2378
C -0.9568 -0.0977 0.6533
```

Values from the calculation:
DFT total energy in eV: -46036.1259
SMILES: CSc1ccc([C@H]2CC(=O)Nc3nc(SC)[nH]c(=O)c32)cc1
HOMO in eV: -7.8
Orbital gap in Eh: 0.303
ΔE to the lowest compared entry with this formula, charge and spin in eV: 0.000

---

Record 6
Below is a single C5H7N molecule, with properties calculated with the ωB97M-V functional and the def2-TZVPD basis.

```
13
C5H7N, DFT the ωB97M-V functional and the def2-TZVPD basis
C -0.0721 0.8264 1.0236
H 3.8317 -1.2587 -0.7553
H -1.8669 -1.2206 -0.9235
N -0.5319 -0.4163 0.4508
C 0.5021 0.3192 -0.2575
H 0.4908 0.7471 1.9502
H 0.1814 0.8672 -1.1458
H -0.7165 1.7041 0.9428
H -2.0696 0.5372 -0.6936
C -1.8362 -0.4144 -0.1842
H -2.6066 -0.6050 0.5689
C 2.8852 -0.7952 -0.5833
C 1.8086 -0.2911 -0.3929
```

Values from the calculation:
DFT total energy in eV: -6785.3141
SMILES: C#C[C@@H]1CN1C
HOMO in eV: -9.4
Orbital gap in Eh: 0.386
ΔE to the lowest compared entry with this formula, charge and spin in eV: 3.199

---

Record 7
Below is a single C5H11NO molecule at a distorted geometry, with properties calculated with the ωB97M-V functional and the def2-TZVPD basis.

```
18
C5H11NO, DFT the ωB97M-V functional and the def2-TZVPD basis
H -0.3541 -2.4636 0.1366
H 1.4417 -0.8989 -0.7819
O 0.4884 2.5075 -0.2198
C -0.7157 -0.1896 0.2522
C 0.8987 1.8562 0.7066
H -1.9956 -1.8960 0.2003
H -0.8287 -1.6215 1.6651
H -1.8960 0.7512 -1.3428
C -0.9734 -1.6609 0.5641
H -0.2341 0.7789 -1.6890
H -0.9902 -0.7267 -1.7980
H 0.7091 -0.1669 1.6527
H 1.7349 2.3529 1.2567
N 1.8894 -0.1696 -0.2416
C -0.9928 0.1712 -1.1950
C 0.7537 0.2570 0.6285
H -1.2781 0.5470 0.9515
H 2.3429 0.5717 -0.7460
```

Values from the calculation:
DFT total energy in eV: -8899.1298
SMILES: CC(C)[C@@H](N)C=O
HOMO in eV: -9.3
Orbital gap in Eh: 0.370
ΔE to the lowest compared entry with this formula, charge and spin in eV: 2.568

---

Among the records above, which one has the lowest ΔE to the lowest compared entry with this formula, charge and spin?
C15H15N3O2S2